C5H3NO in the gas phase at a distorted geometry. Source: OMol25; level of theory: ωB97M-V/def2-TZVPD.

Computed properties:
E in Ha: -322.237107
Max |F| in eV/A: 3.0
Charge: 0
SMILES: N#C/C=C/C=C=O
HOMO-LUMO gap in eV: 8.84
Spin multiplicity: 1
Energy relative to the best compared isomer or geometry (same formula, charge and spin) in eV: 1.4881

```
10
C5H3NO (ωB97M-V/def2-TZVPD)
O -2.2426 -1.6461 0.0603
C 0.0527 0.8340 -0.1857
H 0.3831 -1.1782 0.4010
H -2.1861 1.2296 0.1837
C -1.6917 -0.6552 0.1387
N 3.4807 -0.4033 0.0849
C 0.8657 -0.2353 0.0767
C 2.3157 -0.2616 -0.0010
C -1.3550 0.5691 -0.1348
H 0.3774 1.7471 -0.6238
```

Atomic partial charges in e from the natural (NBO) method, atoms 1 to 2: atom 1 (O): -0.403, atom 2 (C): -0.089